(1)
DFT (the ωB97M-V functional and the def2-TZVPD basis) results for a molecular structure, Cl2KO10V in a non-equilibrium geometry.

The energy above the lowest of the compared OMol25 structures with the same formula, charge and spin comes out at 0.650 eV. The orbital gap is 0.33218 Eh. The value obtained for the HOMO energy is -10.1 eV.

ORCA input file:
```
! RIJCOSX wB97M-V def2-TZVPD def2/J DEFGRID3
* xyz 0 1
O 0.1476 0.2045 2.2593
V 1.2741 -0.0318 1.1204
O 2.3064 1.1239 1.1377
K -3.5585 1.5708 1.8050
Cl 1.4308 -1.5317 -0.6410
O 1.9616 -2.8441 -0.6681
O 0.4536 -1.4073 0.2816
O 2.3534 -0.3943 -0.4063
O 0.7670 -1.1222 -1.9242
Cl -1.4320 0.8892 -0.6109
O -0.1615 0.5707 -0.1123
O -2.2106 1.7959 0.2214
O -1.2159 1.5481 -1.8118
O -2.1160 -0.3717 -0.6509
*
```

***

(2)
DFT (the ωB97M-V functional and the def2-TZVPD basis) results for a molecular structure, Cl2Na in a non-equilibrium geometry.

The energy above the lowest of the compared OMol25 structures with the same formula, charge and spin comes out at 3.947 eV. The orbital gap is 0.11191 Eh. The value obtained for the HOMO energy is -2.2 eV.

ORCA input file:
```
! RIJCOSX wB97M-V def2-TZVPD def2/J DEFGRID3
* xyz -1 1
Na -2.1986 0.6824 0.0900
Cl 0.7500 -1.6913 -0.6117
Cl 1.4486 1.0090 0.5217
*
```

***

(3)
DFT (the ωB97M-V functional and the def2-TZVPD basis) results for a gas-phase ion, Cl2O3PS (charge -1) in a non-equilibrium geometry.

The energy above the lowest of the compared OMol25 structures with the same formula, charge and spin comes out at 1.408 eV. The orbital gap is 0.31476 Eh. The value obtained for the HOMO energy is -5.3 eV. The structure (SMILES) is O=S(=O)([O-])P(Cl)Cl.

ORCA input file:
```
! RIJCOSX wB97M-V def2-TZVPD def2/J DEFGRID3
* xyz -1 1
O -0.5353 -0.8205 -1.2909
S 0.6136 -0.2158 -0.5782
O 0.9779 1.0901 -1.1285
O 1.6853 -1.0936 -0.3606
P -0.0816 0.5052 1.4421
Cl -1.1526 1.8080 0.4635
Cl -1.5072 -1.2733 1.4525
*
```

***

(4)
DFT (the ωB97M-V functional and the def2-TZVPD basis) results for a molecular structure, Cl2O8Tl in a non-equilibrium geometry.

The energy above the lowest of the compared OMol25 structures with the same formula, charge and spin comes out at 2.661 eV. The orbital gap is 0.09932 Eh. The value obtained for the HOMO energy is -14.0 eV.

ORCA input file:
```
! RIJCOSX wB97M-V def2-TZVPD def2/J DEFGRID3
* xyz 1 1
Tl 18.9000 -2.8056 -16.3867
Cl 18.1770 1.4263 -15.7243
O 16.7961 1.4828 -15.4081
O 18.0275 1.4461 -17.2058
O 19.0188 2.3931 -15.1866
O 18.8687 0.0755 -15.5741
Cl 18.5350 -2.1163 -20.2702
O 18.4178 -0.7569 -20.5207
O 17.5817 -2.4511 -21.3169
O 19.8961 -2.3481 -20.6314
O 17.9858 -2.7649 -19.1882
*
```

***

(5)
DFT (the ωB97M-V functional and the def2-TZVPD basis) results for 2 unconnected molecules or ions with the total composition Cl3H3Si2 in a non-equilibrium geometry.

The energy above the lowest of the compared OMol25 structures with the same formula, charge and spin comes out at 3.099 eV. The orbital gap (spin up / spin down) is 0.26060 / 0.23463 Eh. The value obtained for the HOMO energy (spin up / spin down) is -8.6 / -8.2 eV.

ORCA input file:
```
! RIJCOSX wB97M-V def2-TZVPD def2/J DEFGRID3
* xyz 0 1
Si -1.7322 0.2108 0.3940
Si 1.6267 -0.3310 -0.0048
Cl 3.6425 -0.9181 0.2269
Cl 1.9260 1.6552 -0.4258
Cl -2.8245 -1.0502 -0.6201
H -1.6157 -0.2111 1.7514
H -2.2085 1.4952 -0.0913
H 1.1856 -0.8507 -1.2302
*
```

***

(6)
DFT (the ωB97M-V functional and the def2-TZVPD basis) results for 2 unconnected molecules or ions with the total composition Cl3H3Si2 in a non-equilibrium geometry.

The energy above the lowest of the compared OMol25 structures with the same formula, charge and spin comes out at 1.528 eV. The orbital gap is 0.32744 Eh. The value obtained for the HOMO energy is -9.7 eV.

ORCA input file:
```
! RIJCOSX wB97M-V def2-TZVPD def2/J DEFGRID3
* xyz 0 1
Si -0.1929 -1.3865 -0.6967
Si 1.1897 2.1495 1.4190
Cl -0.4821 2.8250 2.3323
Cl 0.6779 2.3123 -0.5763
Cl -1.1153 -0.9687 1.0241
H -1.1043 -0.7159 -1.8825
H 1.3461 -1.2304 -0.8658
H -0.3190 -2.9853 -0.7540
*
```

***

(7)
DFT (the ωB97M-V functional and the def2-TZVPD basis) results for a molecular structure, Cl3H4LiO2.

The energy above the lowest of the compared OMol25 structures with the same formula, charge and spin comes out at 2.588 eV. The orbital gap is 0.24671 Eh. The value obtained for the HOMO energy is -2.4 eV.

ORCA input file:
```
! RIJCOSX wB97M-V def2-TZVPD def2/J DEFGRID3
* xyz -2 1
Li 1.5405 -0.2237 -1.8622
Cl 3.3313 -1.3141 1.1758
Cl 1.4057 3.9096 -2.1385
Cl 1.5597 -2.7529 -4.9876
O -0.5554 0.7093 3.5110
H 0.0309 0.7524 4.2664
H -0.1086 0.1307 2.8930
O -2.0148 -0.3846 -1.0053
H -2.5869 -1.1410 -1.1346
H -2.6024 0.3143 -0.7180
*
```

***

(8)
DFT (the ωB97M-V functional and the def2-TZVPD basis) results for a molecular structure, Cl3H6NaO15 in a non-equilibrium geometry.

The energy above the lowest of the compared OMol25 structures with the same formula, charge and spin comes out at 10.010 eV. The orbital gap is 0.23516 Eh. The value obtained for the HOMO energy is -2.4 eV.

ORCA input file:
```
! RIJCOSX wB97M-V def2-TZVPD def2/J DEFGRID3
* xyz -2 1
Na 0.1624 0.0380 0.0294
Cl 1.7961 1.1958 -1.4983
O 2.4844 1.0431 -2.7904
O 2.1028 0.0980 -0.6600
O 2.2819 2.3354 -0.7493
O 0.4422 1.2510 -1.7072
Cl 0.3193 1.7996 2.2393
O 0.4209 3.1217 2.8025
O 0.2491 1.8909 0.8032
O 1.4695 1.0210 2.6074
O -0.8007 1.2132 2.8659
Cl -2.4275 -0.1412 -1.5488
O -1.7363 -0.4423 -2.7024
O -2.9643 -1.3652 -0.9653
O -1.5807 0.4041 -0.5374
O -3.6050 0.7129 -1.7470
O 0.8433 -1.4788 0.2120
H 1.4926 -1.2631 0.8813
H 1.3069 -2.0555 -0.3952
O -0.4486 -0.6274 1.5171
H 0.1755 -1.3375 1.6674
H -0.6426 -0.2894 2.3914
O -0.7896 -2.1880 -0.8896
H 0.0788 -1.8365 -0.6935
H -0.6302 -3.1000 -1.1325
*
```

***

(9)
DFT (the ωB97M-V functional and the def2-TZVPD basis) results for a molecular structure, Cl3H6NaO3 in a non-equilibrium geometry.

The energy above the lowest of the compared OMol25 structures with the same formula, charge and spin comes out at 9.009 eV. The orbital gap is 0.15850 Eh. The value obtained for the HOMO energy is 0.1 eV.

ORCA input file:
```
! RIJCOSX wB97M-V def2-TZVPD def2/J DEFGRID3
* xyz -2 1
Na 0.6829 0.6355 0.4194
Cl 1.2347 2.4636 1.1137
Cl 1.2879 -0.6940 1.9526
Cl 2.1498 0.0991 -0.8665
O 0.1430 -1.7511 -0.6014
H 0.4195 -1.8529 -1.5121
H 0.6802 -1.0332 -0.2664
O -1.1663 0.4407 1.2010
H -1.4626 0.4717 0.2914
H -1.8260 -0.0874 1.6505
O -0.5066 0.5568 -0.8195
H -1.4187 0.2665 -0.8336
H -0.2177 0.4846 -1.7292
*
```

***

(10)
DFT (the ωB97M-V functional and the def2-TZVPD basis) results for a molecular structure, Cl3Na3O12 in a non-equilibrium geometry.

The orbital gap (spin up / spin down) is 0.22240 / 0.12412 Eh. The value obtained for the HOMO energy (spin up / spin down) is -11.1 / -11.1 eV.

ORCA input file:
```
! RIJCOSX wB97M-V def2-TZVPD def2/J DEFGRID3
* xyz 1 2
Na 21.6855 -13.2644 -16.3036
Na 18.4827 -8.2405 -16.4555
Na 22.7955 -6.8494 -15.7886
Cl 20.8458 -11.3575 -12.8712
O 19.8630 -11.8193 -11.8467
O 20.4572 -11.5243 -14.2684
O 21.0467 -9.9119 -12.5569
O 21.9825 -12.1651 -12.8310
Cl 21.8192 -10.1398 -17.2098
O 20.5208 -10.0372 -16.6782
O 21.7554 -10.8177 -18.4818
O 22.3895 -8.8143 -17.6077
O 22.7277 -10.6671 -16.2276
Cl 19.1619 -9.2812 -20.4742
O 17.8628 -9.4278 -20.8943
O 19.8272 -10.5787 -20.6381
O 19.8622 -8.4859 -21.4626
O 19.2602 -8.7832 -19.2297
*
```

***

| no. | E_tot (Eh) |
| --- | --- |
| 1 | -3216.06344 |
| 2 | -1082.71965 |
| 3 | -1885.75530 |
| 4 | -1693.62855 |
| 5 | -1961.36792 |
| 6 | -1961.42565 |
| 7 | -1541.10353 |
| 8 | -2674.09935 |
| 9 | -1772.04842 |
| 10 | -2769.27150 |